Record 1
The following is a DFT calculation (the ωB97M-V functional and the def2-TZVPD basis) of a structure of composition C35H70BrClGaI2N3O4Si.

Element x y z (Å)
1 C 2.828 3.503 5.380
2 C 3.251 2.926 4.055
3 I 4.152 4.423 2.849
4 C 3.093 1.659 3.689
5 I 3.636 1.017 1.766
6 Ga 2.191 0.154 4.725
7 Cl 3.316 -1.727 4.299
8 Br 2.347 0.409 7.103
9 C 0.296 -0.030 4.142
10 C -0.767 0.362 5.164
11 O -1.856 1.087 4.570
12 Si -1.791 2.719 4.314
13 C -1.203 3.636 5.847
14 C -3.548 3.212 3.913
15 C -0.711 3.143 2.839
16 H 2.445 4.515 5.256
17 H 2.056 2.890 5.840
18 H 3.674 3.544 6.070
19 H 0.165 -1.069 3.828
20 H 0.179 0.586 3.248
21 H -1.199 -0.531 5.621
22 H -0.355 0.953 5.988
23 H -1.968 4.356 6.149
24 H -0.279 4.188 5.666
25 H -1.028 2.970 6.694
26 H -4.228 2.991 4.737
27 H -3.907 2.676 3.030
28 H -3.597 4.282 3.699
29 H -0.752 2.320 2.121
30 H 0.339 3.306 3.093
31 H -1.087 4.036 2.333
32 C -3.908 -3.120 -1.194
33 C -4.385 -1.733 -0.766
34 C -3.479 -0.631 -1.335
35 C -2.109 -0.571 -0.664
36 C -2.241 -0.435 0.849
37 C -3.115 -1.528 1.486
38 N -4.413 -1.572 0.728
39 O -5.306 -0.759 1.153
40 C -2.401 -2.881 1.486
41 C -3.404 -1.155 2.933
42 C -5.812 -1.559 -1.280
43 H -2.834 -3.256 -1.117
44 H -4.398 -3.899 -0.608
45 H -4.177 -3.280 -2.238
46 H -3.986 0.330 -1.203
47 H -3.376 -0.798 -2.412
48 H -1.518 -1.455 -0.920
49 H -1.555 0.286 -1.053
50 H -1.260 -0.461 1.332
51 H -2.688 0.535 1.087
52 H -3.101 -3.685 1.722
53 H -1.634 -2.856 2.260
54 H -1.904 -3.119 0.550
55 H -3.833 -0.162 3.021
56 H -2.455 -1.152 3.469
57 H -4.080 -1.868 3.408
58 H -6.478 -2.289 -0.818
59 H -5.810 -1.724 -2.359
60 H -6.197 -0.565 -1.068
61 C 8.583 4.013 0.131
62 C 7.595 4.953 -0.562
63 C 8.256 5.711 -1.723
64 C 9.237 6.786 -1.260
65 C 8.577 7.759 -0.285
66 C 7.927 7.062 0.918
67 N 7.035 5.979 0.382
68 O 5.850 6.362 0.099
69 C 8.978 6.513 1.886
70 C 7.051 8.042 1.694
71 C 6.430 4.106 -1.068
72 H 9.562 4.452 0.302
73 H 8.181 3.672 1.085
74 H 8.726 3.140 -0.507
75 H 7.465 6.178 -2.317
76 H 8.758 4.983 -2.366
77 H 10.120 6.329 -0.806
78 H 9.597 7.341 -2.130
79 H 9.306 8.484 0.090
80 H 7.800 8.322 -0.811
81 H 8.521 5.823 2.596
82 H 9.395 7.351 2.446
83 H 9.805 6.010 1.395
84 H 6.316 8.517 1.052
85 H 7.694 8.808 2.132
86 H 6.520 7.529 2.497
87 H 5.902 3.639 -0.235
88 H 6.829 3.323 -1.715
89 H 5.715 4.701 -1.628
90 C -2.854 -6.784 -6.172
91 C -3.361 -6.863 -4.731
92 C -3.767 -8.295 -4.354
93 C -5.057 -8.754 -5.027
94 C -6.201 -7.781 -4.755
95 C -5.872 -6.333 -5.145
96 N -4.558 -5.979 -4.503
97 O -4.664 -5.546 -3.305
98 C -5.834 -6.156 -6.664
99 C -6.929 -5.382 -4.592
100 C -2.243 -6.371 -3.816
101 H -3.455 -7.345 -6.880
102 H -2.800 -5.747 -6.505
103 H -1.847 -7.201 -6.201
104 H -3.893 -8.338 -3.269
105 H -2.939 -8.963 -4.610
106 H -4.906 -8.878 -6.103
107 H -5.328 -9.741 -4.645
108 H -7.103 -8.084 -5.294
109 H -6.440 -7.798 -3.688
110 H -5.372 -5.205 -6.930
111 H -6.862 -6.149 -7.031
112 H -5.312 -6.953 -7.186
113 H -7.051 -5.497 -3.519
114 H -7.879 -5.597 -5.086
115 H -6.657 -4.345 -4.794
116 H -2.008 -5.326 -4.022
117 H -1.352 -6.973 -4.005
118 H -2.513 -6.457 -2.768

Summary:
**HOMO energy (alpha / beta)**: -5.7 / -5.7 eV
**Strongest force on any atom**: 0.378 eV Å⁻¹
**Orbital gap (alpha / beta)**: 7.4 / 7.4 eV
**DFT total energy**: -7684.78795 Ha
**Total charge**: -1
**Spin multiplicity**: 4


Record 2
The following is a DFT calculation (the ωB97M-V functional and the def2-TZVPD basis) of the molecule C2H5N3S in a non-equilibrium geometry.

Element x y z (Å)
1 C 0.575 0.410 -0.209
2 C 0.874 1.505 0.633
3 N -0.791 0.522 2.145
4 N -0.323 -0.500 0.035
5 N -0.426 -1.470 -0.873
6 S 0.240 1.697 2.157
7 H 1.215 0.391 -1.045
8 H 1.716 2.015 0.285
9 H -1.371 0.633 2.944
10 H -1.361 -1.698 -1.029
11 H 0.299 -1.304 -1.678

Summary:
**HOMO energy (alpha / beta)**: -7.5 / -7.5 eV
**Strongest force on any atom**: 4.423 eV Å⁻¹
**Orbital gap (alpha / beta)**: 7.4 / 7.4 eV
**DFT total energy**: -641.51720 Ha
**ΔE to the lowest compared entry with this formula, charge and spin**: 4.540 eV


Record 3
The following is a DFT calculation (the ωB97M-V functional and the def2-TZVPD basis) of a structure of composition C9H12FNSSi in a non-equilibrium geometry.

Element x y z (Å)
1 F 4.060 1.788 -2.363
2 S -0.021 -1.258 2.235
3 C 1.837 2.309 -1.569
4 C 2.852 0.132 -1.159
5 C 0.766 1.932 -0.865
6 C 1.751 -0.218 -0.445
7 C 2.947 1.422 -1.708
8 C 0.700 0.683 -0.260
9 N -1.625 -1.001 -0.381
10 C -0.945 -2.535 1.455
11 C -2.070 -2.021 0.525
12 C -1.987 1.472 1.121
13 Si -0.751 0.112 0.696
14 H 1.845 3.250 -2.102
15 H 3.696 -0.485 -1.381
16 H -0.117 2.579 -0.713
17 H 1.618 -1.203 0.013
18 H -0.905 -1.397 -0.996
19 H -1.308 -3.219 2.239
20 H -0.217 -3.131 0.880
21 H -2.531 -2.851 -0.046
22 H -2.868 -1.576 1.120
23 H -2.664 1.650 0.269
24 H -1.485 2.378 1.440
25 H -2.578 1.188 1.996

Summary:
**HOMO energy**: -8.8 eV
**Strongest force on any atom**: 3.777 eV Å⁻¹
**Orbital gap**: 9.4 eV
**DFT total energy**: -1192.50112 Ha


Record 4
The following is a DFT calculation (the ωB97M-V functional and the def2-TZVPD basis) of a structure of composition C45H61ClMgN4O4PS2 in a non-equilibrium geometry.

Element x y z (Å)
1 Mg 0.620 1.202 0.555
2 C 2.889 -5.439 0.769
3 C 1.832 -5.063 -0.234
4 C 2.304 -5.466 -1.618
5 C 0.512 -5.876 -0.002
6 C 1.570 -3.586 -0.076
7 C 2.030 -2.668 -1.007
8 C 1.863 -1.371 -0.756
9 N 1.334 -0.845 0.355
10 C 0.929 -1.712 1.317
11 C 1.041 -3.064 1.132
12 C 0.334 -1.131 2.530
13 C 0.120 -1.864 3.677
14 C -0.385 -1.147 4.799
15 C -0.611 0.221 4.692
16 C -0.296 0.839 3.516
17 N 0.133 0.191 2.428
18 C -0.762 -1.905 6.076
19 C -1.943 -2.916 5.741
20 C -1.241 -0.974 7.144
21 C 0.511 -2.633 6.593
22 H 3.064 -6.504 0.817
23 H 2.772 -5.032 1.783
24 H 3.864 -5.052 0.473
25 H 2.285 -6.577 -1.741
26 H 3.279 -5.091 -1.817
27 H 1.693 -4.949 -2.386
28 H 0.780 -6.883 0.267
29 H -0.136 -5.812 -0.903
30 H -0.021 -5.475 0.855
31 H 2.657 -2.933 -1.842
32 H 2.220 -0.658 -1.494
33 H 0.797 -3.802 1.897
34 H 0.382 -2.921 3.763
35 H -0.897 0.804 5.571
36 H -0.390 1.905 3.406
37 H -2.714 -2.411 5.134
38 H -2.303 -3.218 6.694
39 H -1.519 -3.673 5.072
40 H -2.231 -0.569 6.993
41 H -0.478 -0.254 7.403
42 H -1.486 -1.574 8.027
43 H 0.881 -3.242 5.774
44 H 0.298 -3.238 7.429
45 H 1.157 -1.794 6.912
46 N -2.641 7.479 0.370
47 C -3.357 6.409 0.555
48 S -4.980 6.356 0.395
49 C -2.529 5.186 0.707
50 C -3.002 3.932 0.351
51 C -2.133 2.881 0.376
52 N -0.872 2.878 0.843
53 C -0.451 4.079 1.238
54 C -1.246 5.224 1.225
55 H -3.123 8.329 0.230
56 H -1.643 7.494 0.225
57 H -4.044 3.823 -0.070
58 H -2.488 1.909 0.098
59 H 0.563 4.187 1.600
60 H -0.804 6.157 1.609
61 C -3.230 -3.665 -5.289
62 C -2.815 -3.045 -3.945
63 C -3.336 -1.747 -3.599
64 C -3.089 -1.196 -2.336
65 C -2.258 -1.846 -1.409
66 C -1.682 -3.045 -1.787
67 C -1.955 -3.653 -3.034
68 S -1.832 -1.155 0.186
69 C -3.525 -0.758 0.823
70 O -1.163 0.186 -0.013
71 H -3.297 -2.955 -6.118
72 H -4.215 -4.115 -5.220
73 H -2.518 -4.357 -5.673
74 H -4.040 -1.224 -4.227
75 H -3.528 -0.219 -2.133
76 H -0.976 -3.468 -1.093
77 H -1.435 -4.553 -3.319
78 H -4.085 -0.260 0.023
79 H -3.474 -0.084 1.696
80 H -3.939 -1.723 1.151
81 C -0.076 0.236 -6.140
82 C 0.882 0.350 -4.921
83 O 0.540 1.432 -4.059
84 P -0.289 1.136 -2.647
85 O -1.084 2.504 -2.664
86 C -1.826 3.118 -3.701
87 C -3.137 2.440 -3.922
88 O 0.821 1.676 -1.529
89 C 1.566 2.906 -1.712
90 C 2.920 2.664 -2.342
91 H 0.295 -0.414 -6.903
92 H -0.179 1.211 -6.603
93 H -1.130 -0.084 -5.894
94 H 1.839 0.663 -5.364
95 H 0.896 -0.590 -4.286
96 H -1.241 3.132 -4.563
97 H -1.844 4.162 -3.366
98 H -2.960 1.399 -4.194
99 H -3.710 2.955 -4.709
100 H -3.732 2.364 -3.004
101 H 1.702 3.285 -0.709
102 H 0.891 3.583 -2.305
103 H 3.435 1.846 -1.909
104 H 3.534 3.565 -2.143
105 H 2.776 2.516 -3.435
106 Cl 7.421 4.591 -0.166
107 C 5.913 3.797 0.280
108 C 4.863 4.625 0.662
109 C 3.642 4.030 1.082
110 C 3.512 2.669 1.111
111 C 2.269 2.040 1.584
112 C 4.559 1.876 0.655
113 C 5.755 2.410 0.279
114 H 5.092 5.705 0.649
115 H 2.852 4.671 1.501
116 H 2.033 2.655 2.487
117 H 2.529 1.043 2.023
118 H 4.552 0.833 0.692
119 H 6.529 1.732 0.024

Summary:
**HOMO energy**: -8.9 eV
**Strongest force on any atom**: 3.151 eV Å⁻¹
**Orbital gap**: 6.3 eV
**DFT total energy**: -4069.25912 Ha
**Total charge**: +1
**ΔE to the lowest compared entry with this formula, charge and spin**: 1.630 eV


Record 5
The following is a DFT calculation (the ωB97M-V functional and the def2-TZVPD basis) of a cluster of 2 separate species, C2H9O2 in total in a non-equilibrium geometry.

Element x y z (Å)
1 O -1.521 0.501 2.448
2 H -0.667 0.270 0.939
3 H -2.325 -0.020 2.599
4 H -1.594 1.010 3.278
5 C 0.573 0.437 -0.890
6 O -0.582 0.136 -0.029
7 C 1.342 -0.791 -1.308
8 H 0.175 0.806 -1.834
9 H 1.160 1.215 -0.408
10 H -1.307 -0.346 -0.436
11 H 1.820 -1.338 -0.501
12 H 0.776 -1.491 -1.926
13 H 2.150 -0.390 -1.933

Summary:
**HOMO energy**: -16.9 eV
**Strongest force on any atom**: 1.612 eV Å⁻¹
**Orbital gap**: 13.1 eV
**DFT total energy**: -231.78326 Ha
**Total charge**: +1
**ΔE to the lowest compared entry with this formula, charge and spin**: 0.443 eV


Record 6
The following is a DFT calculation (the ωB97M-V functional and the def2-TZVPD basis) of the molecule C2H6N4O in a non-equilibrium geometry.

Element x y z (Å)
1 H -0.902 2.187 0.185
2 N 0.134 2.092 -0.058
3 C 0.554 0.838 0.018
4 N 1.875 0.300 -0.276
5 N 2.167 -0.952 0.212
6 O -0.302 -0.136 -0.134
7 N -1.516 0.230 0.313
8 C -2.381 -0.615 -0.180
9 H 2.481 1.023 -0.011
10 H 2.132 -1.761 -0.551
11 H 1.379 -1.234 0.957
12 H -3.318 -0.300 0.255
13 H -2.302 -1.673 -0.730

Summary:
**HOMO energy**: -9.0 eV
**Strongest force on any atom**: 5.119 eV Å⁻¹
**Orbital gap**: 9.5 eV
**DFT total energy**: -373.90238 Ha
**SMILES**: [H]/N=C(/NN)ON=C
**ΔE to the lowest compared entry with this formula, charge and spin**: 5.660 eV


> Which of these has the highest DFT total energy?

C2H9O2


Please write out number 5 again, unchanged.
The following is a DFT calculation (the ωB97M-V functional and the def2-TZVPD basis) of a cluster of 2 separate species, C2H9O2 in total in a non-equilibrium geometry.

Element x y z (Å)
1 O -1.521 0.501 2.448
2 H -0.667 0.270 0.939
3 H -2.325 -0.020 2.599
4 H -1.594 1.010 3.278
5 C 0.573 0.437 -0.890
6 O -0.582 0.136 -0.029
7 C 1.342 -0.791 -1.308
8 H 0.175 0.806 -1.834
9 H 1.160 1.215 -0.408
10 H -1.307 -0.346 -0.436
11 H 1.820 -1.338 -0.501
12 H 0.776 -1.491 -1.926
13 H 2.150 -0.390 -1.933

Summary:
**HOMO energy**: -16.9 eV
**Strongest force on any atom**: 1.612 eV Å⁻¹
**Orbital gap**: 13.1 eV
**DFT total energy**: -231.78326 Ha
**Total charge**: +1
**ΔE to the lowest compared entry with this formula, charge and spin**: 0.443 eV


> Which value of strongest force on any atom does entry 6 give?

5.119 eV Å⁻¹